--- 1 ---
Computed, not measured: an isolated molecule of C5H11N3, with ωB97M-V/def2-TZVPD.

Last column: Mulliken charge in e.
CARTESIAN COORDINATES (ANGSTROEM)
C  -1.53  0.05  0.10  -0.2765
C  1.37  1.09  -0.70  -1.3816
N  -0.93  -0.21  -1.16  -0.6456
C  0.75  -0.29  -0.51  1.2153
N  -1.99  1.37  0.37  -0.5236
C  -0.09  -1.26  1.73  -0.4109
C  1.51  -1.38  -0.77  -1.4221
N  -0.25  -0.34  0.87  -0.0382
H  -1.00  0.62  -1.75  0.2825
H  -2.31  -0.66  0.39  0.3966
H  -1.39  2.09  -0.01  0.2502
H  -2.33  1.49  1.32  0.2221
H  1.19  1.46  -1.71  0.2520
H  0.96  1.81  0.00  0.3626
H  2.45  1.04  -0.55  0.4368
H  -0.89  -1.49  2.44  0.2856
H  0.89  -1.72  1.82  0.3930
H  1.11  -2.38  -0.67  0.3444
H  2.49  -1.28  -1.22  0.2574

Orbital gap (spin up / spin down) in eV: 7.124 / 7.123
Spin multiplicity: 1
LUMO (spin up / spin down) in eV: 0.24 / 0.24
Molar mass in g/mol: 113.16

---

--- 2 ---
Computed, not measured: an isolated molecule of C5H11N3, with ωB97M-V/def2-TZVPD.

Last column: Mulliken charge in e.
CARTESIAN COORDINATES (ANGSTROEM)
C  -1.71  1.10  -1.09  -0.7612
C  -1.14  -0.12  -0.97  -0.1170
C  0.37  -0.52  -1.58  -0.5838
N  0.94  -0.96  -0.32  -0.5720
C  0.19  -0.13  0.67  0.8265
C  -0.37  -0.94  1.83  -1.3638
N  0.63  1.07  1.00  -0.3973
N  1.95  1.34  0.82  -0.4223
H  -1.15  1.99  -0.85  0.2611
H  -2.76  1.22  -1.30  0.2781
H  -1.77  -1.00  -1.04  0.3631
H  0.82  0.42  -1.89  0.2479
H  0.34  -1.31  -2.33  0.3729
H  0.71  -1.94  -0.17  0.3172
H  0.36  -1.65  2.21  0.3481
H  -0.67  -0.30  2.64  0.4140
H  -1.26  -1.48  1.53  0.3067
H  2.12  2.34  0.82  0.2453
H  2.40  0.87  0.03  0.2366

Orbital gap (spin up / spin down) in eV: 7.608 / 7.609
Spin multiplicity: 1
SMILES string: C=CCN/C(C)=N\N
LUMO (spin up / spin down) in eV: 0.29 / 0.28
Molar mass in g/mol: 113.16

---

--- 3 ---
Computed, not measured: a structure of composition C5H11N3, with ωB97M-V/def2-TZVPD.

Last column: Mulliken charge in e.
CARTESIAN COORDINATES (ANGSTROEM)
C  1.35  -1.35  0.16  -0.6651
C  0.02  -0.67  -0.37  -0.6539
C  -2.22  -0.13  -0.08  -0.4273
C  -1.41  1.27  0.23  -0.0520
C  2.02  0.25  0.17  -0.4398
H  2.19  -2.09  -0.45  0.2360
H  1.60  -1.84  1.07  0.3326
H  -0.13  -0.11  0.60  0.1189
H  0.06  0.03  -1.12  0.8401
H  -1.90  -2.06  -0.65  0.2641
H  -2.64  0.06  -1.18  0.3018
H  -3.00  -0.29  0.90  0.3141
H  -2.23  1.91  0.48  0.4139
H  1.54  2.25  -0.57  0.2166
H  2.10  0.55  1.27  0.2750
H  3.02  0.17  -0.29  0.3956
N  -1.22  -1.24  0.08  -0.6008
N  -0.27  1.83  0.21  -0.5800
N  1.12  1.44  -0.44  -0.2899

Orbital gap in eV: 9.246
Spin multiplicity: 1
LUMO in eV: 0.94
Molar mass in g/mol: 113.16

---

Most favorable structure: 1. The second most favorable one is 39.3 kJ/mol above it.